48
Properties=species:S:1:pos:R:3:forces:R:3:lowdin_charge:R:1 method="wB97M-V/def2-TZVPD" charge=0 relative_energy_kcal_mol=368.7 homo_lumo_gap_ev=6.82 lumo_ev=-1.01
C 7.08096 2.77207 -0.04887 2.74 -4.27 -5.35 -0.126
C 6.17948 2.31910 0.91750 -5.04 0.42 1.02 -0.100
H 5.68425 3.27711 1.34762 -0.15 -2.18 -0.44 0.154
H 6.58459 1.70548 1.66663 0.36 -0.80 0.90 0.096
O 4.99968 1.37339 0.19987 1.68 8.56 2.40 0.052
C 5.19281 0.15586 0.21062 1.83 -3.55 -1.18 -0.657
O 6.19928 -0.42256 0.62212 -1.00 -0.23 0.09 0.064
N 4.18186 -0.36891 -0.54703 0.42 -2.93 -0.99 -0.016
C 4.20237 -1.78875 -0.74677 -0.80 -0.68 3.19 -0.152
C 3.11827 -2.55519 0.01579 -2.98 3.28 3.39 -0.076
N 1.77160 -1.62848 -0.26016 1.63 -5.33 2.14 -0.025
C 0.60420 -2.21660 0.15422 7.39 -3.67 0.88 -0.638
S 0.67988 -3.95828 0.91195 -0.95 3.49 -1.61 0.421
N -0.47064 -1.52344 0.18747 -5.35 -8.60 -2.27 0.063
C -0.71178 -0.30712 0.39695 0.22 5.04 5.02 -0.533
O 0.13910 0.44477 0.88500 0.16 0.67 -1.52 0.079
C -2.07450 -0.04802 0.65522 -3.41 3.05 -0.18 -0.002
C -3.17822 -0.55691 0.09116 3.69 -0.15 -0.68 -0.088
C -4.42432 0.02026 -0.02226 -7.48 0.40 3.81 -0.176
C -5.49548 -0.76472 -0.58211 0.95 -2.21 -5.07 -0.063
C -6.84681 -0.46381 -0.79323 4.99 6.98 8.63 0.048
C -7.36838 0.72329 0.19170 9.35 -5.44 -4.71 -0.213
C -6.32602 1.46581 0.83558 -1.48 -6.28 -3.01 -0.044
C -5.04965 1.05602 0.95874 3.40 -2.57 -5.42 0.029
H -4.29605 1.75621 1.13226 0.84 1.26 1.72 0.083
H -6.57140 2.22105 1.35134 -2.06 5.92 3.76 0.042
C -8.68290 0.83595 0.04513 -2.58 9.50 7.96 -0.097
H -9.23937 0.55176 -0.65064 -4.31 -4.05 -5.57 0.003
H -8.88605 2.02207 -0.15291 0.38 -1.83 0.48 0.166
H -9.06554 0.89349 1.12557 -0.64 -0.76 -1.49 0.146
H -7.49255 -0.92549 -1.33578 -3.81 -3.12 -3.31 0.024
H -5.17019 -1.68737 -1.40791 -0.45 2.38 2.66 0.169
H -2.93044 -1.35404 -0.56109 -0.56 -1.20 -0.78 0.102
H -2.26802 0.90947 1.12495 0.56 0.01 0.46 0.121
H -1.31444 -2.29350 0.30856 2.45 2.78 -0.35 0.210
C 1.96984 -0.52173 -1.16849 -0.62 -7.07 -0.80 -0.226
C 2.97495 0.29328 -0.86396 2.74 4.27 9.41 -0.137
H 2.56135 0.76646 0.49002 0.89 -0.73 -3.96 0.247
H 3.08068 1.12199 -1.41775 0.41 2.99 -2.06 0.097
H 2.11940 -0.98556 -2.08914 0.42 -0.94 -2.26 0.142
H 1.04374 -0.31459 -1.15986 -6.31 4.04 -0.84 0.058
H 3.07535 -2.43868 1.35108 0.81 -0.66 -4.30 0.195
H 2.91905 -3.59654 -0.27150 0.13 0.54 0.09 0.046
H 4.21102 -2.16380 -1.70118 -0.07 -0.19 -2.82 0.103
H 5.08973 -2.11505 -0.30106 1.67 -0.53 0.47 0.102
H 6.68328 3.25701 -0.93819 -0.26 0.30 0.34 0.088
H 7.86257 3.30246 0.36553 1.55 1.44 0.99 0.056
H 7.65342 1.75476 -0.52271 -1.36 2.65 1.14 0.165